(1)
{
  "formula": "C34H71N6O12PS10",
  "method": "ωB97M-V with the def2-TZVPD basis set",
  "species": ["C", "C", "C", "C", "C", "C", "C", "C", "S", "C", "N", "N", "C", "O", "C", "N", "C", "N", "C", "O", "C", "N", "C", "C", "P", "N", "O", "H", "H", "H", "H", "H", "H", "H", "H", "H", "H", "H", "H", "H", "H", "H", "H", "H", "C", "S", "O", "C", "H", "H", "H", "H", "H", "H", "C", "S", "O", "C", "H", "H", "H", "H", "H", "H", "C", "S", "O", "C", "H", "H", "H", "H", "H", "H", "C", "S", "O", "C", "H", "H", "H", "H", "H", "H", "C", "S", "O", "C", "H", "H", "H", "H", "H", "H", "C", "S", "O", "C", "H", "H", "H", "H", "H", "H", "C", "S", "O", "C", "H", "H", "H", "H", "H", "H", "C", "S", "O", "C", "H", "H", "H", "H", "H", "H", "C", "S", "O", "C", "H", "H", "H", "H", "H", "H"],
  "coordinates": [[4.90555, -2.63272, -1.16189], [3.86167, -1.59822, -1.58150], [3.12074, -0.95399, -0.38817], [1.63586, -1.07307, -0.56467], [1.00191, -2.07088, 0.19171], [-0.31872, -2.27795, 0.08248], [-0.96807, -3.39514, 0.85689], [-0.31026, -4.71437, 0.41751], [-1.49109, -5.70521, -0.57792], [-1.15706, -4.98323, -2.12540], [-2.07735, -4.66698, -2.95492], [-1.44900, -4.09954, -4.02664], [-0.19633, -4.11324, -3.76536], [0.05797, -4.66395, -2.58680], [-1.10151, -1.47555, -0.75348], [-2.43161, -1.70624, -0.78465], [-3.04687, -0.93694, -1.61814], [-4.45132, -1.07704, -1.74590], [-4.84209, -2.22685, -1.57765], [-5.34111, -3.23505, -1.35851], [-2.44870, 0.05810, -2.39372], [-1.18317, 0.30134, -2.33484], [-0.46990, -0.49385, -1.50016], [0.91709, -0.29127, -1.41885], [1.57763, 1.04627, -2.52201], [1.95407, 0.16132, -3.99046], [3.08926, 1.45409, -1.96751], [4.52728, -3.18045, -0.31142], [5.02877, -3.35150, -1.95850], [5.82785, -2.12863, -0.92007], [3.12683, -2.13171, -2.17193], [4.27998, -0.84334, -2.23387], [3.37136, -1.54125, 0.48289], [3.43350, 0.05322, -0.18092], [1.58521, -2.69334, 0.83528], [-0.71959, -3.26898, 1.89991], [-2.02750, -3.42050, 0.70061], [-0.03458, -5.34762, 1.24167], [0.53422, -4.55173, -0.22795], [0.52952, -3.71502, -4.44360], [-3.04816, 0.65591, -3.04753], [2.70691, -0.48159, -3.74557], [1.16124, -0.46140, -4.10982], [3.71673, 1.22471, -2.65418], [-5.80068, -1.15298, 1.29417], [-6.40329, -0.60128, 2.89315], [-5.63722, -1.33183, 3.93524], [-8.01405, -1.38876, 2.76324], [-4.77867, -0.79520, 1.18125], [-5.81493, -2.24252, 1.24489], [-6.42374, -0.72761, 0.50687], [-7.88714, -2.46190, 2.62234], [-8.56117, -0.95668, 1.92558], [-8.55510, -1.20130, 3.68771], [-0.56598, -3.62148, 5.17951], [-0.78723, -1.95110, 4.54806], [0.51459, -1.53304, 3.94936], [-0.92188, -1.16888, 6.15072], [-0.42253, -4.28901, 4.33148], [0.31067, -3.65557, 5.82652], [-1.45753, -3.91919, 5.73045], [-0.02450, -1.36805, 6.73672], [-1.80410, -1.54838, 6.66545], [-1.03071, -0.09995, 5.99466], [-2.85682, 4.17217, 3.32202], [-3.10061, 2.98749, 4.64479], [-1.81373, 2.25421, 4.81108], [-4.22298, 1.91244, 3.74340], [-2.15077, 4.92380, 3.66397], [-2.45625, 3.66889, 2.44262], [-3.80379, 4.65312, 3.08129], [-3.73867, 1.55863, 2.83234], [-5.13132, 2.46302, 3.50043], [-4.46952, 1.06444, 4.38050], [0.12622, -0.31556, -7.58602], [-0.31725, -1.86288, -6.79069], [0.95683, -2.51150, -6.33273], [-0.83161, -2.69358, -8.29735], [0.51995, 0.35342, -6.82351], [0.88613, -0.49515, -8.34906], [-0.76483, 0.12276, -8.03356], [-0.00990, -2.71117, -9.01242], [-1.68650, -2.16831, -8.71982], [-1.11902, -3.71033, -8.03767], [0.84785, 2.32005, 9.25921], [1.15170, 1.22479, 7.86703], [1.22867, -0.15696, 8.41014], [2.83837, 1.76599, 7.56625], [-0.15249, 2.11591, 9.63342], [1.58047, 2.12964, 10.04351], [0.90851, 3.35527, 8.92402], [3.43891, 1.61247, 8.46296], [2.83538, 2.81885, 7.28486], [3.23860, 1.17102, 6.74878], [7.27869, 1.09630, 1.46026], [8.22768, 0.17913, 0.24117], [7.26360, -0.66777, -0.51064], [9.06259, -0.89230, 1.41715], [6.64487, 1.80329, 0.92999], [6.65978, 0.40869, 2.03647], [7.96016, 1.63742, 2.11623], [8.32453, -1.44616, 1.99692], [9.68906, -0.28929, 2.07387], [9.68442, -1.58599, 0.85641], [4.22659, -3.37836, -10.95225], [2.56939, -3.13778, -10.30024], [2.19920, -1.71483, -10.54746], [3.00080, -3.26314, -8.56776], [4.18076, -3.29272, -12.03559], [4.89081, -2.61356, -10.55077], [4.57992, -4.37217, -10.67918], [3.74325, -2.50544, -8.31633], [3.38894, -4.26009, -8.35695], [2.09019, -3.08674, -7.99234], [-1.25195, 2.99699, -2.12776], [-1.77983, 4.28670, -0.99710], [-2.56299, 3.62852, 0.08309], [-2.96346, 5.04853, -2.11404], [-0.53152, 2.36678, -1.61148], [-2.11277, 2.40080, -2.42609], [-0.77947, 3.44756, -3.00021], [-3.70935, 4.31279, -2.41490], [-2.43833, 5.43768, -2.98604], [-3.44696, 5.86611, -1.58427], [-2.80891, 9.89164, 4.52213], [-2.26892, 8.32735, 3.81926], [-3.46687, 7.66760, 3.24086], [-1.92815, 7.53190, 5.39640], [-3.11275, 10.54021, 3.70400], [-3.65343, 9.72151, 5.18957], [-1.98165, 10.35006, 5.06368], [-2.83195, 7.52270, 6.00541], [-1.12982, 8.06983, 5.90738], [-1.60959, 6.51140, 5.19961]],
  "atomic_forces_ev_per_a": [[-0.382, 0.549, -0.302], [-0.242, -0.336, 0.306], [0.136, -0.664, -0.217], [0.861, 0.208, 0.601], [0.350, 0.502, -0.493], [-1.259, -0.812, 0.894], [1.421, -0.177, -0.219], [-1.261, -0.287, -0.385], [0.679, -0.290, -0.077], [-0.913, -0.141, 0.643], [-0.964, 0.047, 0.045], [-0.227, 0.255, -0.927], [-0.687, 0.481, -1.075], [1.500, -0.373, 1.021], [0.319, -0.736, 0.762], [0.198, 0.492, -0.517], [-1.386, -0.027, 0.135], [0.344, -0.402, -0.448], [-0.615, 0.604, 0.397], [-0.260, -0.800, -0.118], [0.309, 0.276, -0.209], [0.109, -0.743, -0.431], [0.100, 0.690, -0.551], [0.984, 0.302, -0.259], [-0.859, 0.953, -0.332], [0.373, 0.065, 1.068], [-0.511, -0.463, -0.294], [0.007, -0.209, 0.393], [0.391, -0.179, -0.289], [0.308, -0.248, 0.157], [-0.368, -0.073, -0.263], [0.346, 0.178, -0.108], [0.133, -0.103, 0.392], [0.111, 0.387, -0.119], [0.331, -0.208, 0.418], [-0.196, 0.286, 0.457], [-0.433, 0.003, 0.141], [0.163, -0.235, 0.333], [0.485, -0.022, 0.055], [0.716, 0.032, 0.132], [-0.441, 0.215, -0.306], [0.104, -0.209, -0.273], [-0.227, -0.054, -0.459], [0.561, -0.025, -0.062], [0.061, -0.062, -0.046], [-0.095, 0.065, -0.112], [0.009, -0.053, 0.028], [-0.079, -0.093, -0.010], [0.002, 0.029, 0.042], [-0.015, 0.010, 0.087], [0.010, 0.049, 0.026], [0.055, -0.002, 0.010], [0.013, 0.030, 0.000], [0.034, 0.034, 0.035], [0.082, -0.092, 0.051], [-0.121, 0.120, -0.123], [0.012, -0.185, 0.042], [0.082, -0.007, 0.140], [-0.012, 0.026, -0.034], [0.015, 0.056, -0.010], [-0.030, 0.013, -0.018], [0.013, -0.001, -0.016], [-0.051, -0.043, -0.050], [-0.037, 0.144, -0.150], [0.005, -0.084, -0.125], [-0.083, 0.110, -0.021], [0.065, -0.104, 0.065], [0.005, -0.092, -0.029], [-0.004, 0.000, 0.071], [-0.030, -0.033, -0.015], [0.001, 0.057, 0.028], [0.072, 0.058, 0.003], [0.006, 0.042, 0.016], [0.046, 0.005, 0.045], [0.269, 0.045, -0.032], [-0.248, 0.181, 0.036], [-0.156, 0.046, 0.041], [0.076, -0.220, -0.016], [0.005, -0.027, 0.079], [-0.028, -0.050, -0.017], [-0.049, -0.037, 0.021], [-0.006, 0.103, -0.017], [-0.015, 0.029, 0.033], [-0.027, 0.005, 0.070], [0.063, 0.064, 0.113], [-0.105, 0.083, -0.184], [0.093, -0.047, 0.150], [0.126, 0.048, 0.054], [-0.026, -0.040, -0.047], [0.016, -0.048, -0.016], [-0.024, -0.005, -0.034], [-0.038, -0.035, 0.029], [-0.032, -0.002, -0.029], [-0.067, -0.036, -0.029], [-0.057, 0.009, 0.095], [0.071, 0.100, -0.003], [0.086, 0.103, 0.060], [0.003, -0.065, 0.099], [0.011, -0.010, -0.061], [0.004, -0.045, -0.039], [0.024, 0.013, -0.018], [-0.046, 0.014, -0.034], [0.013, 0.024, -0.017], [-0.005, 0.017, -0.062], [0.089, 0.041, -0.051], [0.079, -0.116, 0.007], [-0.032, 0.044, 0.069], [0.003, -0.019, -0.016], [-0.055, 0.007, -0.009], [-0.042, 0.033, 0.032], [-0.031, -0.020, 0.010], [-0.012, 0.044, -0.060], [-0.044, -0.025, -0.024], [0.218, -0.060, 0.040], [-0.244, 0.474, 0.188], [0.206, 0.132, -0.204], [-0.170, -0.167, 0.055], [-0.105, 0.055, -0.034], [-0.123, 0.314, -0.050], [0.041, 0.392, 0.111], [0.097, -0.011, 0.047], [0.016, -0.048, 0.035], [0.032, 0.003, 0.010], [0.010, 0.008, 0.044], [-0.053, 0.073, 0.082], [0.102, 0.001, -0.043], [-0.042, 0.011, 0.077], [-0.029, -0.002, 0.114], [0.011, -0.032, -0.053], [-0.013, -0.053, -0.019], [0.025, -0.006, -0.019], [-0.039, 0.004, -0.044], [0.021, 0.010, -0.026], [0.016, -0.007, -0.044]],
  "gap_ev": 7.7,
  "homo_energy_ev": -7.89
}

---

(2)
{
  "formula": "C7H6MnNO7",
  "method": "ωB97M-V with the def2-TZVPD basis set",
  "species": ["O", "C", "Mn", "C", "O", "C", "O", "C", "O", "C", "O", "H", "N", "C", "C", "O", "O", "H", "H", "H", "H", "H"],
  "coordinates": [[-0.14483, 0.07234, -2.73237], [-0.05806, 0.42516, -1.61960], [0.04334, 1.05496, -0.04965], [0.09234, 1.48978, 1.75127], [0.03730, 1.76284, 2.87495], [0.67357, -2.86286, -2.14232], [0.12058, -2.63101, -1.15435], [1.79340, 1.49014, -0.37502], [2.88984, 1.74887, -0.64228], [-1.76909, 1.02323, -0.00554], [-2.92711, 1.10260, -0.00733], [1.06660, -2.78981, -3.10250], [1.71506, -2.77688, 3.99112], [2.58826, -1.93167, 3.13097], [1.59527, -1.25944, 2.16060], [2.08807, -0.41412, 1.37588], [0.38154, -1.61525, 2.28422], [1.80515, -2.50535, 4.96968], [1.97944, -3.75790, 3.91339], [0.74424, -2.58505, 3.58629], [3.11612, -1.19038, 3.73245], [3.30208, -2.54892, 2.58655]],
  "atomic_forces_ev_per_a": [[0.257, 0.890, 2.608], [-0.348, -3.791, -8.521], [0.778, 0.543, 3.642], [0.009, 1.600, 7.312], [0.277, -0.988, -4.415], [-3.467, 1.240, 5.793], [2.484, -1.025, -3.909], [7.014, 2.138, -1.388], [-4.234, -1.116, 1.068], [-7.800, 0.916, 0.141], [4.475, -0.630, 0.038], [0.953, -0.081, -1.974], [0.534, -0.327, 0.414], [-0.376, 0.173, -0.235], [-0.745, 0.267, -0.212], [-0.695, -0.187, -0.130], [1.261, 0.581, -0.393], [-0.284, -0.116, 0.017], [-0.272, -0.047, 0.122], [0.247, -0.060, 0.109], [-0.047, -0.098, -0.166], [-0.021, 0.118, 0.079]],
  "s_squared": 6.048,
  "relative_energy_ev": 0.0000,
  "gap_ev": [4.1, 7.0],
  "spin_multiplicity": 5,
  "homo_energy_ev": [-14.10, -16.60],
  "total_charge": 2
}

---

(3)
{
  "formula": "C4H8NO",
  "method": "ωB97M-V with the def2-TZVPD basis set",
  "species": ["C", "C", "C", "C", "N", "O", "H", "H", "H", "H", "H", "H", "H", "H"],
  "coordinates": [[1.11596, -0.62659, 0.12776], [-0.17423, -0.93814, 0.70130], [-1.18179, -1.57809, -0.22623], [1.23648, 1.92852, -0.20443], [0.77061, 0.60805, 0.11337], [-0.38991, 0.48787, 0.73174], [1.87539, -1.15850, -0.45173], [-0.19053, -1.19558, 1.81176], [-1.46459, -0.83035, -1.06821], [-2.05055, -1.76182, 0.30763], [-0.62981, -2.60794, -0.53563], [1.72998, 2.04829, -1.13065], [2.05123, 2.25618, 0.58361], [0.30458, 2.57609, -0.06991]],
  "atomic_forces_ev_per_a": [[1.157, -0.519, -1.889], [-1.534, -1.074, 2.453], [2.617, -1.021, -1.997], [0.264, 2.234, 3.012], [2.055, 0.574, -0.523], [-1.810, 1.570, 0.659], [0.030, 0.406, 0.595], [0.098, -0.473, -1.531], [0.907, -1.629, 1.076], [-1.679, -0.669, 0.926], [-1.850, 2.363, 0.182], [0.031, -0.350, -1.272], [-1.809, -0.714, -1.251], [1.524, -0.696, -0.441]],
  "relative_energy_ev": 3.6381,
  "gap_ev": 11.2,
  "homo_energy_ev": -16.06,
  "total_charge": 1
}